ORCA calculation (the ωB97M-V functional and the def2-TZVPD basis) on an isolated molecule of C5H8O.

Output
HOMO energy ... -9.659 eV
Kohn-Sham gap ... 10.70 eV

ORCA input file:
```
! wB97M-V def2-TZVPD RIJCOSX def2/J DEFGRID3
* xyz 0 1
C 1.25 1.32 0.08
C -0.02 1.35 0.46
C -1.09 0.34 0.15
C -0.63 -0.90 -0.62
C 0.55 -1.61 0.02
O 0.72 -1.70 1.21
H 1.96 2.07 0.41
H 1.66 0.53 -0.55
H -0.35 2.18 1.09
H -1.89 0.83 -0.43
H -1.54 0.03 1.10
H -0.39 -0.67 -1.66
H -1.44 -1.63 -0.64
H 1.26 -2.09 -0.69
*
```

Löwdin atomic charge list, values in e, 4 entries: number 1, C, carries 0.004; number 2, C, carries -0.178; number 3, C, carries -0.210; number 4, C, carries -0.174

---

ORCA calculation (the ωB97M-V functional and the def2-TZVPD basis) on a cluster of 2 separate species, C4H14N3S in total in a non-equilibrium geometry.

Output
HOMO energy ... -11.759 eV
Kohn-Sham gap ... 4.08 eV

ORCA input file:
```
! wB97M-V def2-TZVPD RIJCOSX def2/J DEFGRID3
* xyz 1 1
C -0.48 1.83 1.80
C -0.27 0.34 1.66
S 1.35 -0.09 2.37
C 1.79 -1.51 1.35
H -1.47 2.20 1.45
H 0.21 2.34 1.10
H -0.27 2.26 2.83
H -0.24 0.08 0.59
H -1.08 -0.26 2.07
H 1.47 -2.47 1.72
H 1.26 -1.31 0.37
H 2.89 -1.45 1.21
N 0.08 1.18 -1.35
C -0.38 -0.06 -1.81
N -1.65 0.04 -2.52
N -0.02 -1.46 -1.41
H 1.01 1.09 -1.04
H 0.45 0.34 -2.43
H -2.43 -0.24 -1.90
H -1.69 1.03 -2.72
H -0.88 -1.92 -1.16
H 0.36 -1.97 -2.18
*
```

Löwdin atomic charge list, values in e, 4 entries: number 1, C, carries -0.194; number 2, C, carries -0.574; number 3, S, carries 0.843; number 4, C, carries -0.415

---

ORCA calculation (the ωB97M-V functional and the def2-TZVPD basis) on a structure of composition C13H24BClN3O2Re in a non-equilibrium geometry.

Output
HOMO energy (spin up / spin down) ... -18.970 / -18.968 eV
Kohn-Sham gap (spin up / spin down) ... 6.79 / 5.78 eV
<S²> ... 3.78

ORCA input file:
```
! wB97M-V def2-TZVPD RIJCOSX def2/J DEFGRID3
* xyz 3 4
Re -0.01 -0.49 1.38
N 0.00 -1.53 3.25
C 1.25 -2.27 3.62
C 1.72 -2.93 2.35
N 1.79 -1.85 1.33
H -0.26 -0.90 4.02
H -0.76 -2.22 3.20
H 1.05 -2.99 4.41
H 1.98 -1.55 3.99
H 1.02 -3.70 2.02
H 2.70 -3.40 2.49
H 1.99 -2.26 0.41
H 2.61 -1.27 1.53
C 0.02 2.21 -2.73
C 0.21 0.78 -2.30
C -0.92 -0.12 -2.79
O 0.11 0.75 -0.75
B 1.07 -0.11 -0.39
O 1.91 -0.59 -1.26
C 1.66 0.18 -2.54
C 1.76 -0.79 -3.69
C 2.75 1.23 -2.62
H -0.99 2.54 -2.51
H 0.17 2.28 -3.81
H 0.73 2.88 -2.25
H -1.88 0.27 -2.46
H -0.80 -1.14 -2.41
H -0.92 -0.15 -3.88
H 1.12 -1.67 -3.56
H 2.78 -1.14 -3.79
H 1.49 -0.29 -4.62
H 2.71 1.93 -1.78
H 2.69 1.78 -3.55
H 3.72 0.73 -2.59
Cl -5.09 0.13 3.77
C -3.91 0.82 2.77
C -4.10 2.06 2.16
C -3.08 2.58 1.36
C -1.92 1.85 1.17
N -1.74 0.63 1.74
C -2.72 0.14 2.53
H -5.02 2.61 2.32
H -3.19 3.54 0.89
H -1.12 2.26 0.58
H -2.59 -0.83 2.99
*
```

Löwdin atomic charge list, values in e, 4 entries: number 1, Re, carries 1.734; number 2, N, carries -0.077; number 3, C, carries -0.152; number 4, C, carries -0.158

---

ORCA calculation (the ωB97M-V functional and the def2-TZVPD basis) on a cluster of 3 separate species, C2H7OS2 in total in a non-equilibrium geometry.

Output
HOMO energy ... -2.172 eV
Kohn-Sham gap ... 5.87 eV

ORCA input file:
```
! wB97M-V def2-TZVPD RIJCOSX def2/J DEFGRID3
* xyz -1 1
C -2.08 -0.34 1.12
O -3.08 0.19 0.75
H -2.05 -1.23 1.79
H -1.96 5.59 3.30
H -1.03 -0.09 0.84
C 2.09 -2.24 -2.13
S 1.19 -1.37 -0.82
S 2.03 0.49 -0.57
H 3.00 -2.68 -1.73
H 2.31 -1.56 -2.95
H 1.38 -2.96 -2.52
H -1.79 6.18 2.91
*
```

Löwdin atomic charge list, values in e, 4 entries: number 1, C, carries -0.157; number 2, O, carries -0.021; number 3, H, carries 0.073; number 4, H, carries 0.001

---

ORCA calculation (the ωB97M-V functional and the def2-TZVPD basis) on a structure of composition C8H19O2PRuS5Sb.

Output
HOMO energy (spin up / spin down) ... -4.093 / -4.419 eV
Kohn-Sham gap (spin up / spin down) ... 6.81 / 6.09 eV
<S²> ... 6.03

ORCA input file:
```
! wB97M-V def2-TZVPD RIJCOSX def2/J DEFGRID3
* xyz -1 5
Ru -0.35 0.51 -1.31
C -4.86 -1.42 1.51
C -3.57 -0.66 1.65
O -2.49 -1.61 1.77
P -1.26 -1.42 0.76
S -0.35 0.30 1.20
S -1.82 -1.69 -1.10
O -0.33 -2.65 1.18
C 0.19 -2.74 2.52
C 1.68 -2.97 2.42
H -5.70 -0.72 1.46
H -5.02 -2.09 2.36
H -4.85 -2.01 0.59
H -3.56 -0.03 2.55
H -3.41 -0.01 0.79
H -0.32 -3.58 3.01
H -0.03 -1.84 3.08
H 1.89 -3.85 1.83
H 2.10 -3.11 3.42
H 2.15 -2.11 1.96
S -0.38 4.02 -4.16
Sb -1.78 2.30 -3.74
S -0.23 0.31 -3.53
S -2.05 2.14 -1.29
C 1.90 3.09 -1.05
C 2.37 1.87 -1.84
C 3.89 1.77 -1.80
C 1.76 0.57 -1.30
H 2.32 4.01 -1.48
H 2.22 3.01 -0.01
H 0.82 3.21 -1.07
H 2.05 2.01 -2.87
H 4.25 0.92 -2.38
H 4.25 1.65 -0.77
H 4.35 2.68 -2.21
H 2.07 0.43 -0.26
H 2.10 -0.29 -1.88
*
```

Löwdin atomic charge list, values in e, 4 entries: number 1, Ru, carries 0.387; number 2, C, carries -0.080; number 3, C, carries -0.317; number 4, O, carries -0.344

---

ORCA calculation (the ωB97M-V functional and the def2-TZVPD basis) on a cluster of 2 separate species, C3H9N2 in total in a non-equilibrium geometry.

Output
HOMO energy (spin up / spin down) ... -20.003 / -19.741 eV
Kohn-Sham gap (spin up / spin down) ... 9.36 / 4.94 eV
<S²> ... 0.75

ORCA input file:
```
! wB97M-V def2-TZVPD RIJCOSX def2/J DEFGRID3
* xyz 2 2
C -0.07 -1.84 -0.62
C 1.14 -1.49 -1.20
N -0.90 -0.81 -0.02
H -0.50 -2.84 -0.61
H 1.84 -2.21 -1.58
H 1.42 -0.44 -1.25
H -1.49 -1.23 0.71
H -0.36 0.07 0.41
H -1.53 -0.46 -0.76
C 0.08 2.46 0.65
N -0.05 1.36 1.27
H -0.08 2.54 -0.43
H 0.37 3.38 1.16
H 0.14 1.50 2.27
*
```

Löwdin atomic charge list, values in e, 4 entries: number 1, C, carries 0.104; number 2, C, carries 0.354; number 3, N, carries 0.199; number 4, H, carries 0.176

---

Sequential energy relative to the best compared isomer or geometry (same formula, charge and spin) output: 27.37; 158.00; 17.25; 43.34; 0.00; 72.51 kcal per mole
Sequential total energy output: -270.51428; -722.81474; -1386.80257; -951.99176; -3134.33221; -228.37812 a.u.